1.
The following is a DFT calculation (ωB97M-V with the def2-TZVPD basis set) of a structure of composition C34H39N5OTi.

Net charge: -2
LUMO (spin up / spin down) in eV: 4.0 / 4.0
ΔE to the lowest compared entry with this formula, charge and spin in kcal per mole: 0.0
Gap between HOMO and LUMO (spin up / spin down) in eV: 2.64 / 2.32
Highest occupied orbital energy (spin up / spin down) in eV: 1.35 / 1.67
E in eV: -68496.9699
Spin multiplicity: 3

```
80
Properties=species:S:1:pos:R:3:mulliken_spin:R:1
Ti 0.511 -0.385 0.250 0.74
N 1.340 -3.239 3.985 0.00
N 0.131 -1.958 -1.347 -0.01
C 1.297 1.851 0.098 -0.04
C 2.330 0.886 0.417 0.10
C 2.209 0.593 1.824 -0.10
C 3.197 -0.178 2.627 0.10
H 4.047 -0.483 2.017 -0.01
H 2.673 -1.244 2.968 0.03
H 3.520 0.325 3.536 -0.01
C 1.144 1.366 2.360 0.02
C 0.781 1.399 3.801 0.02
H 1.325 2.217 4.301 0.01
H 1.041 0.468 4.331 -0.01
H -0.294 1.575 3.960 0.00
C 0.574 2.133 1.309 0.02
C -0.402 3.240 1.463 0.00
H -1.222 2.994 2.154 0.00
H -0.851 3.504 0.496 -0.01
H 0.086 4.155 1.844 0.00
C 3.421 0.428 -0.491 0.00
H 4.309 1.083 -0.456 0.00
H 3.078 0.412 -1.536 -0.01
H 3.748 -0.587 -0.233 0.00
C 1.200 2.627 -1.172 0.01
H 0.145 2.779 -1.438 0.00
H 1.671 2.081 -2.000 0.00
H 1.677 3.626 -1.133 0.00
C 0.549 -4.132 4.572 0.00
H 0.839 -4.459 5.570 0.00
C -0.614 -4.643 3.976 0.00
H -1.236 -5.316 4.542 0.00
C -0.908 -4.302 2.646 -0.01
H -1.736 -4.774 2.104 0.00
C -0.086 -3.375 1.983 0.04
H -0.134 -3.052 0.927 -0.03
C 1.013 -2.794 2.735 -0.05
C 1.860 -1.804 2.251 0.12
H 2.243 -2.181 1.220 -0.01
C -0.071 -0.747 -1.931 0.06
C 0.984 -2.762 -2.173 0.00
H 1.480 -3.679 -1.839 0.00
C 0.897 -2.143 -3.392 0.01
H 1.272 -2.573 -4.322 0.00
N 0.172 -0.963 -3.260 0.01
C 0.077 0.116 -4.113 -0.01
C 1.213 0.456 -4.862 0.00
C 1.113 1.644 -5.577 0.00
H 1.930 1.938 -6.223 0.00
C -0.020 2.447 -5.468 0.00
C -0.169 3.639 -6.354 0.00
H -0.702 4.447 -5.832 0.00
H -0.756 3.390 -7.256 0.00
H 0.811 4.006 -6.687 0.00
C -1.050 2.148 -4.573 0.00
H -1.882 2.826 -4.449 0.00
C -1.022 0.962 -3.856 0.00
C -2.061 0.566 -2.859 -0.02
H -2.291 -0.506 -2.885 0.00
H -2.985 1.106 -3.079 0.00
H -1.800 0.825 -1.821 0.02
C 2.483 -0.327 -4.789 0.00
H 2.339 -1.402 -4.922 0.00
H 3.022 -0.175 -3.841 0.00
H 3.134 -0.005 -5.597 0.00
N -4.963 -1.035 4.980 0.02
C -4.997 -0.464 3.723 0.05
O -6.057 -0.211 3.171 0.11
C -3.683 -0.275 3.035 0.29
C -3.592 0.395 1.801 0.03
C -2.398 0.450 1.087 0.11
N -1.311 -0.293 1.450 0.25
C -1.379 -0.834 2.695 0.04
C -2.517 -0.887 3.483 0.06
H -5.848 -1.059 5.470 0.00
H -4.139 -1.029 5.558 0.00
H -4.469 0.861 1.359 0.01
H -2.282 1.076 0.198 -0.01
H -0.492 -1.316 3.073 0.01
H -2.466 -1.452 4.414 0.03
```



2.
The following is a DFT calculation (ωB97M-V with the def2-TZVPD basis set) of a structure of composition C34H40AuBN8.

Net charge: +2
LUMO in eV: -6.7
ΔE to the lowest compared entry with this formula, charge and spin in kcal per mole: 0.0
Gap between HOMO and LUMO in eV: 7.05
Highest occupied orbital energy in eV: -13.79
E in eV: -52186.4809

```
84
Properties=species:S:1:pos:R:3:lowdin_charge:R:1
Au 0.079 0.477 0.125 1.37
C 4.063 -3.193 0.344 0.01
C 3.430 -1.889 0.000 -0.22
C 3.945 -0.853 -0.771 0.07
C 2.986 0.148 -0.781 -0.21
N 1.939 -0.284 -0.048 -0.05
N 2.205 -1.534 0.413 0.06
B 1.165 -2.294 1.294 -0.48
N 0.013 -2.788 0.416 0.01
N -0.914 -1.892 -0.009 0.06
C -1.794 -2.570 -0.743 -0.25
C -1.433 -3.923 -0.796 0.05
C -0.282 -4.027 -0.039 -0.25
C 0.538 -5.234 0.276 0.00
C -2.946 -1.868 -1.342 -0.19
C -3.689 -0.972 -0.572 -0.08
C -4.728 -0.243 -1.138 -0.09
C -5.041 -0.410 -2.481 -0.07
C -4.331 -1.328 -3.241 -0.05
C -3.292 -2.057 -2.675 -0.03
N 0.659 -1.274 2.354 0.06
N 0.241 -0.008 2.068 -0.05
C -0.142 0.594 3.206 -0.22
C 0.014 -0.311 4.243 0.07
C 0.526 -1.469 3.677 -0.22
C 0.888 -2.746 4.354 0.01
C -0.605 1.995 3.237 -0.22
C 0.199 3.013 2.724 -0.05
C -0.234 4.331 2.763 -0.06
C -1.473 4.639 3.308 -0.06
C -2.274 3.630 3.826 -0.05
C -1.840 2.310 3.798 -0.03
C 3.029 1.464 -1.448 -0.21
C 3.627 1.566 -2.703 -0.02
C 3.667 2.784 -3.366 -0.04
C 3.113 3.915 -2.783 -0.05
C 2.533 3.828 -1.525 -0.07
C 2.495 2.612 -0.859 -0.08
H 5.120 -3.162 0.094 0.10
H 3.606 -4.006 -0.220 0.09
H 3.961 -3.419 1.404 0.09
H 4.925 -0.813 -1.215 0.13
H 1.705 -3.200 1.842 0.12
H -1.962 -4.728 -1.279 0.13
H 0.038 -6.124 -0.097 0.09
H 0.683 -5.349 1.350 0.09
H 1.521 -5.183 -0.192 0.08
H -3.483 -0.907 0.492 0.12
H -5.322 0.425 -0.525 0.12
H -5.858 0.146 -2.922 0.12
H -4.593 -1.485 -4.280 0.12
H -2.736 -2.767 -3.275 0.12
H -0.176 -0.131 5.288 0.14
H 0.712 -2.650 5.422 0.10
H 1.938 -2.992 4.198 0.09
H 0.286 -3.574 3.978 0.10
H 1.188 2.775 2.352 0.11
H 0.407 5.123 2.394 0.12
H -1.807 5.667 3.348 0.12
H -3.231 3.871 4.267 0.12
H -2.459 1.523 4.210 0.13
H 4.047 0.684 -3.172 0.12
H 4.134 2.849 -4.339 0.12
H 3.153 4.865 -3.299 0.12
H 2.138 4.717 -1.049 0.11
H 2.100 2.569 0.148 0.08
N 0.026 0.718 -1.922 -0.03
C -1.253 0.963 -2.669 -0.17
C -1.663 2.431 -2.658 -0.16
C -2.545 2.850 -1.485 -0.17
C -1.897 2.812 -0.113 -0.18
N -1.745 1.415 0.421 -0.02
H 0.715 1.433 -2.165 0.08
H 0.415 -0.170 -2.239 0.12
H -2.025 0.320 -2.243 0.09
H -1.077 0.620 -3.688 0.14
H -2.212 2.623 -3.580 0.13
H -0.768 3.064 -2.708 0.12
H -3.452 2.235 -1.472 0.11
H -2.882 3.875 -1.648 0.13
H -2.513 3.354 0.604 0.13
H -0.914 3.283 -0.117 0.11
H -2.492 0.809 0.069 0.06
H -1.852 1.455 1.436 0.08
```



3.
The following is a DFT calculation (ωB97M-V with the def2-TZVPD basis set) of a structure of composition C34H40BN8O2S3V.

Net charge: +2
LUMO (spin up / spin down) in eV: -5.4 / -5.1
ΔE to the lowest compared entry with this formula, charge and spin in kcal per mole: 8.3
Gap between HOMO and LUMO (spin up / spin down) in eV: 7.20 / 7.41
Highest occupied orbital energy (spin up / spin down) in eV: -12.57 / -12.52
E in eV: -110783.3242
Spin multiplicity: 3

```
89
Properties=species:S:1:pos:R:3:mulliken_spin:R:1
V 1.363 -0.154 0.510 1.98
C 4.523 -0.049 0.046 0.01
C 4.201 -1.080 1.151 0.01
N 3.013 -0.678 1.922 -0.02
C 3.290 0.386 2.921 0.01
C 2.130 1.369 3.031 0.00
N 1.551 1.673 1.705 -0.02
C 2.232 2.719 0.924 0.01
C 3.522 2.206 0.303 0.01
N 3.383 0.843 -0.273 0.03
H 4.806 -0.586 -0.859 0.00
H 5.387 0.557 0.330 0.00
H 5.066 -1.210 1.808 0.00
H 3.990 -2.051 0.704 0.00
H 2.663 -1.488 2.426 0.01
H 4.202 0.897 2.618 0.00
H 3.495 -0.063 3.895 0.00
H 2.463 2.286 3.528 0.00
H 1.328 0.934 3.630 -0.01
H 0.589 1.968 1.853 0.01
H 2.444 3.602 1.539 0.00
H 1.533 3.034 0.145 0.00
H 4.309 2.172 1.054 0.00
H 3.864 2.912 -0.459 0.00
H 3.301 0.921 -1.280 0.00
O -0.994 0.159 2.566 -0.02
B -0.054 -0.749 2.013 -0.09
O -0.097 -1.947 2.757 0.01
C -1.134 -1.812 3.645 0.00
C -1.632 -2.741 4.531 0.00
C -2.707 -2.334 5.321 0.00
C -3.238 -1.050 5.220 0.00
C -2.722 -0.119 4.318 0.00
C -1.670 -0.540 3.535 0.00
H -1.215 -3.734 4.607 0.00
H -3.129 -3.027 6.032 0.00
H -4.056 -0.764 5.865 0.00
H -3.118 0.885 4.244 0.00
N 1.788 -6.013 -3.548 0.00
C 2.603 -5.567 -2.581 0.00
S 4.064 -6.162 -2.189 0.00
C 2.097 -4.354 -1.859 0.00
C 1.977 -4.361 -0.472 0.00
C 1.654 -3.187 0.172 0.02
N 1.493 -2.025 -0.482 -0.08
C 1.552 -2.032 -1.818 0.02
C 1.833 -3.173 -2.545 0.01
H 2.071 -6.815 -4.091 0.00
H 0.865 -5.640 -3.686 0.00
H 2.150 -5.265 0.093 0.00
H 1.496 -3.153 1.244 0.01
H 1.379 -1.091 -2.327 0.00
H 1.884 -3.123 -3.624 0.00
S -2.152 -1.757 0.253 0.00
C -3.394 -0.660 0.460 0.00
N -4.292 -0.874 1.480 0.00
C -5.410 -0.150 1.664 0.00
C -5.662 0.893 0.821 0.00
C -4.663 1.159 -0.132 0.00
N -3.572 0.452 -0.298 0.00
H -4.087 -1.660 2.087 0.00
H -6.039 -0.439 2.495 0.00
H -6.555 1.490 0.906 0.00
H -4.768 2.020 -0.786 0.00
N -0.002 0.684 -0.668 0.02
S 0.299 1.553 -2.010 0.03
C -0.808 0.929 -3.269 0.01
C -1.468 -0.270 -3.082 0.00
C -2.324 -0.716 -4.083 0.00
C -2.490 0.019 -5.244 0.00
C -1.802 1.215 -5.420 0.00
C -0.957 1.681 -4.431 0.00
C -0.386 3.170 -1.747 0.00
C 0.355 4.261 -2.173 0.00
C -0.178 5.537 -2.022 0.00
C -1.426 5.694 -1.447 0.00
C -2.155 4.589 -1.017 0.00
C -1.644 3.313 -1.170 0.00
H -0.998 0.512 -0.526 0.04
H -1.360 -0.848 -2.175 0.00
H -2.869 -1.639 -3.938 0.00
H -3.156 -0.334 -6.018 0.00
H -1.930 1.787 -6.328 0.00
H -0.432 2.619 -4.563 0.00
H 1.332 4.124 -2.620 0.00
H 0.384 6.399 -2.351 0.00
H -1.842 6.686 -1.335 0.00
H -3.127 4.729 -0.565 0.00
H -2.211 2.447 -0.861 0.00
```



4.
The following is a DFT calculation (ωB97M-V with the def2-TZVPD basis set) of a cluster of 6 separate species, C34H40F15NO14 in total.

Net charge: 0
LUMO in eV: 0.1
SMILES: CCOC(=O)CCCc1cccc2c1C(=O)NC2=O.CCOC(=O)C(F)(F)F.CCOC(=O)C(F)(F)F.CCOC(=O)C(F)(F)F.CCOC(=O)C(F)(F)F.CCOC(=O)C(F)(F)F
Gap between HOMO and LUMO in eV: 9.81
Highest occupied orbital energy in eV: -9.66
E in eV: -106825.2785

```
104
Properties=species:S:1:pos:R:3:lowdin_charge:R:1
C 5.271 0.925 1.620 -0.07
C 5.040 1.043 0.113 -0.21
O 3.659 0.985 -0.267 -0.04
C 2.927 2.025 0.246 -0.47
O 2.363 1.918 1.314 0.14
C 2.800 3.301 -0.568 -0.08
C 1.621 4.178 -0.133 -0.14
C 0.327 3.697 -0.835 -0.13
C -0.321 2.508 -0.155 -0.15
C -1.185 2.629 0.916 -0.01
C -1.763 1.534 1.481 -0.06
C -1.515 0.256 1.045 0.00
C -0.652 0.123 0.008 -0.09
C -0.076 1.241 -0.595 -0.06
C 0.778 0.697 -1.743 -0.34
O 1.073 1.192 -2.796 0.15
N 1.149 -0.645 -1.278 0.14
C -0.128 -1.106 -0.726 -0.32
O -0.582 -2.211 -0.845 0.13
H 5.165 1.908 2.087 0.08
H 6.280 0.581 1.815 0.06
H 4.566 0.239 2.083 0.07
H 5.535 0.186 -0.345 0.12
H 5.532 1.924 -0.314 0.12
H 2.708 3.053 -1.629 0.12
H 3.730 3.876 -0.479 0.13
H 1.802 5.197 -0.470 0.10
H 1.460 4.166 0.944 0.12
H -0.408 4.507 -0.798 0.11
H 0.460 3.433 -1.876 0.09
H -1.380 3.629 1.285 0.13
H -2.458 1.677 2.300 0.11
H -1.964 -0.618 1.498 0.12
H 1.629 -0.385 -0.409 0.12
C -3.313 8.165 -5.099 -0.05
C -3.013 6.680 -5.172 -0.19
O -1.638 6.430 -4.812 0.05
C -1.367 6.415 -3.517 -0.40
O -2.149 6.589 -2.630 0.17
C 0.116 6.094 -3.302 -0.53
F 0.910 6.805 -4.110 0.17
F 0.375 4.800 -3.541 0.16
F 0.506 6.355 -2.050 0.15
H -2.609 8.725 -5.717 0.09
H -4.323 8.373 -5.439 0.07
H -3.212 8.534 -4.079 0.08
H -3.127 6.316 -6.180 0.10
H -3.686 6.101 -4.538 0.13
C 3.595 -5.172 3.756 -0.05
C 3.836 -4.363 5.012 -0.19
O 5.078 -3.634 4.927 0.04
C 5.046 -2.509 4.231 -0.40
O 4.093 -2.053 3.673 0.17
C 6.422 -1.832 4.270 -0.53
F 7.415 -2.699 4.040 0.17
F 6.652 -1.277 5.467 0.17
F 6.510 -0.867 3.354 0.15
H 4.444 -5.828 3.558 0.09
H 2.696 -5.778 3.859 0.08
H 3.478 -4.525 2.887 0.08
H 3.931 -5.016 5.863 0.09
H 3.009 -3.681 5.215 0.13
C 3.068 -11.183 7.950 -0.06
C 3.985 -10.133 8.539 -0.19
O 3.816 -8.864 7.879 0.03
C 2.776 -8.140 8.269 -0.40
O 1.980 -8.444 9.103 0.18
C 2.761 -6.807 7.509 -0.54
F 2.974 -6.983 6.192 0.15
F 3.718 -5.987 7.967 0.16
F 1.601 -6.176 7.642 0.18
H 3.218 -11.259 6.872 0.08
H 3.261 -12.155 8.403 0.08
H 2.021 -10.927 8.113 0.08
H 5.025 -10.416 8.384 0.13
H 3.834 -10.023 9.613 0.13
C -3.195 -3.488 0.088 -0.06
C -2.172 -4.480 0.593 -0.19
O -2.687 -5.244 1.705 0.03
C -3.481 -6.258 1.399 -0.41
O -3.806 -6.593 0.299 0.17
C -3.904 -6.990 2.681 -0.55
F -4.288 -6.134 3.636 0.16
F -2.886 -7.711 3.172 0.16
F -4.917 -7.821 2.455 0.17
H -3.538 -2.846 0.901 0.08
H -2.767 -2.871 -0.694 0.06
H -4.073 -3.995 -0.313 0.08
H -1.298 -3.954 0.968 0.11
H -1.834 -5.147 -0.200 0.13
C -7.669 8.245 -10.530 -0.06
C -6.672 7.136 -10.790 -0.19
O -5.897 6.845 -9.611 0.03
C -6.484 6.074 -8.705 -0.40
O -7.580 5.610 -8.779 0.18
C -5.519 5.822 -7.540 -0.53
F -4.915 6.954 -7.134 0.13
F -4.554 4.962 -7.892 0.17
F -6.142 5.307 -6.486 0.18
H -7.161 9.130 -10.145 0.08
H -8.193 8.509 -11.448 0.08
H -8.406 7.945 -9.785 0.08
H -5.958 7.446 -11.549 0.13
H -7.162 6.232 -11.152 0.13
```



5.
The following is a DFT calculation (ωB97M-V with the def2-TZVPD basis set) of a structure of composition C34H41Cl2N5O8PbSi.

Net charge: 0
LUMO (spin up / spin down) in eV: -4.2 / -3.2
Gap between HOMO and LUMO (spin up / spin down) in eV: 4.45 / 5.93
Highest occupied orbital energy (spin up / spin down) in eV: -8.62 / -9.08
E in eV: -97926.4996

```
92
Properties=species:S:1:pos:R:3:lowdin_charge:R:1
Pb 0.943 -0.969 -0.337 1.61
Cl 0.840 -3.591 6.186 0.78
C 1.081 -3.392 4.542 -0.69
C 1.054 -2.137 3.928 -0.01
C 1.564 -1.947 2.653 -0.18
N 1.606 -0.722 1.958 0.01
C 1.865 0.473 2.507 -0.46
O 2.003 0.770 3.693 0.05
C 2.274 1.565 1.549 -0.18
C 2.787 2.776 2.050 0.01
C 3.003 3.802 1.152 -0.05
C 3.026 3.541 -0.217 -0.04
C 2.691 2.266 -0.627 -0.14
N 2.248 1.332 0.224 0.04
C 2.187 -3.053 1.993 -0.19
C 2.135 -4.332 2.568 -0.01
C 1.480 -4.524 3.800 -0.66
Cl 1.150 -6.147 4.275 0.71
N 2.696 -2.786 0.745 0.11
C 3.654 -3.600 0.242 -0.39
O 3.969 -4.768 0.622 0.04
C 4.523 -2.939 -0.739 -0.20
C 5.739 -3.609 -1.078 0.02
C 6.591 -2.923 -1.885 -0.06
C 6.160 -1.736 -2.495 -0.04
C 4.880 -1.258 -2.220 -0.13
N 4.117 -1.814 -1.306 0.11
H 0.630 -1.249 4.450 0.14
H 3.002 2.816 3.165 0.15
H 3.158 4.784 1.560 0.11
H 3.405 4.270 -0.911 0.11
H 2.830 2.000 -1.713 0.12
H 2.562 -5.179 2.064 0.10
H 5.919 -4.590 -0.677 0.12
H 7.575 -3.250 -2.205 0.11
H 6.748 -1.208 -3.210 0.09
H 4.414 -0.482 -2.823 0.11
C -0.968 4.362 1.313 -0.01
C -2.208 3.638 1.813 -0.63
C -2.023 3.066 3.231 -0.03
C -3.481 4.365 1.698 -0.04
O -2.391 2.404 1.023 -0.13
Si -1.978 1.606 -0.330 -0.01
O -0.843 0.498 -0.142 -0.42
O -1.567 2.799 -1.426 -0.15
C -1.161 2.947 -2.820 -0.62
C -2.306 2.421 -3.645 -0.04
C 0.192 2.197 -2.993 -0.01
C -1.032 4.430 -2.987 -0.05
O -3.392 1.103 -0.983 -0.14
C -4.170 -0.103 -0.617 -0.56
C -5.572 0.230 -1.156 -0.04
C -3.361 -1.180 -1.320 -0.03
C -4.181 -0.218 0.931 -0.01
H -0.926 5.382 1.672 0.08
H -0.866 4.307 0.232 0.07
H -0.132 3.875 1.819 0.07
H -2.241 3.867 4.013 0.10
H -0.961 2.801 3.442 0.08
H -2.733 2.182 3.305 0.11
H -3.497 5.278 2.289 0.09
H -4.274 3.676 2.038 0.10
H -3.621 4.542 0.585 0.12
H -2.242 1.334 -3.735 0.08
H -2.281 2.814 -4.664 0.09
H -3.267 2.619 -3.173 0.09
H 0.275 1.527 -2.117 0.04
H 0.988 2.954 -3.224 0.09
H 0.080 1.545 -3.876 0.08
H -2.028 4.915 -2.925 0.10
H -0.711 4.653 -4.055 0.11
H -0.357 4.772 -2.267 0.06
H -5.559 0.301 -2.217 0.06
H -5.978 1.169 -0.775 0.08
H -6.408 -0.520 -0.943 0.10
H -3.379 -1.131 -2.386 0.08
H -3.745 -2.178 -1.074 0.09
H -2.339 -1.046 -0.921 0.05
H -4.180 0.738 1.429 0.07
H -3.317 -0.808 1.177 0.06
H -5.073 -0.894 1.132 0.11
O 1.256 -3.299 -2.031 -0.03
C 0.348 -3.848 -1.408 -0.52
C -0.159 -5.324 -1.527 -0.07
C -1.452 -5.360 -0.674 -0.05
C -1.427 -3.917 0.050 -0.47
O -2.138 -3.467 0.910 0.06
N -0.315 -3.192 -0.383 0.05
H 0.688 -5.923 -1.081 0.14
H -0.225 -5.591 -2.604 0.12
H -1.478 -6.075 0.130 0.10
H -2.389 -5.433 -1.231 0.11
```



no.,F_max (eV Å⁻¹)
1,6.38
2,0.37
3,0.78
4,1.70
5,3.54